# C40H99Br6N5O5

C40H99Br6N5O5 as an isolated structure at a distorted geometry (ωB97M-V/def2-TZVPD, OMol25).

```
155
Properties=species:S:1:pos:R:3:forces:R:3
C -2.50355 4.86025 -1.00799 -0.14 0.03 0.16
Br -4.36501 4.99052 -0.32632 1.14 -0.25 -0.38
Br -2.09071 3.19443 -1.94134 -0.20 0.67 0.36
Br -1.18290 5.26022 0.36107 -0.31 -0.08 -0.23
H -2.37596 5.64602 -1.73830 -0.24 -0.03 -0.03
C 5.56866 0.83159 -5.45204 0.20 -0.14 1.37
Br 6.92539 1.97264 -4.53871 -0.85 -0.54 -0.61
Br 3.93231 0.69209 -4.33459 0.80 0.31 -0.67
Br 6.28044 -0.94311 -5.71808 -0.09 0.30 -0.10
H 5.32930 1.26777 -6.41104 -0.07 0.09 0.10
C -2.37466 5.03425 4.43117 1.20 1.02 -0.38
C -1.86972 6.48765 4.43479 -0.22 0.23 0.36
C -2.79686 7.51855 5.10075 0.41 -0.05 -1.17
C -2.45261 8.95945 4.64783 -0.69 -0.84 1.34
C -3.05324 9.99788 5.61484 -0.15 0.45 -0.74
C -2.43819 11.38454 5.35113 0.12 -0.75 0.60
H -3.14225 4.94008 3.66590 -0.30 -0.41 0.35
H -2.63341 4.72006 5.44026 -0.44 -0.12 -0.15
H -1.48380 4.47829 4.12897 -0.35 -0.53 -0.11
H -0.90981 6.49236 4.95984 0.08 0.21 -0.09
H -1.68412 6.82939 3.41235 0.09 -0.20 -0.07
H -2.69257 7.39651 6.17896 -0.48 0.12 0.08
H -3.80372 7.33159 4.71857 -0.24 -0.23 0.66
H -1.36274 9.00031 4.59821 0.02 0.51 -0.16
H -2.92136 9.09973 3.67391 0.47 0.13 -0.25
H -4.13042 10.08019 5.43797 -0.04 -0.19 -0.14
H -2.99789 9.66577 6.65267 0.48 0.14 0.05
H -1.37410 11.31297 5.58440 0.07 0.26 -0.15
H -2.55843 11.62979 4.29704 0.03 0.17 0.01
H -2.86850 12.16405 5.97860 -0.07 0.05 -0.10
C 1.12446 -1.10065 -2.18989 -0.01 0.66 -0.31
C 0.86970 -0.19204 -0.96632 -0.16 -0.97 -1.02
C -0.62939 -0.01388 -0.71808 0.58 -1.21 0.59
C -0.89907 0.86283 0.48453 -0.90 0.52 -1.24
C -2.39093 0.96408 0.84920 0.74 -0.27 -0.09
C -2.56895 2.11345 1.82505 0.06 0.34 0.38
H 0.37988 -0.91033 -2.96736 0.01 -0.11 -0.06
H 1.12399 -2.16704 -1.96655 -0.11 0.01 0.16
H 2.09470 -0.86850 -2.63102 0.09 -0.13 -0.01
H 1.40870 -0.69957 -0.16385 -0.18 0.60 0.53
H 1.28894 0.79328 -1.18048 0.23 -0.01 0.28
H -1.09508 -0.99300 -0.55603 0.03 -0.12 -0.16
H -1.04702 0.38030 -1.64883 -0.25 0.19 0.16
H -0.35819 0.53498 1.37222 0.34 0.14 -0.14
H -0.56623 1.82892 0.08554 0.20 0.34 0.98
H -3.00431 1.08980 -0.04664 0.05 0.24 -0.03
H -2.67821 -0.02399 1.22284 -0.16 0.18 0.44
H -3.51171 2.11680 2.37264 -0.08 0.03 -0.14
H -1.76451 2.17269 2.56635 -0.04 -0.54 0.12
H -2.42730 3.07809 1.33191 -0.45 -0.17 -0.23
C 7.61810 3.37628 0.05022 -0.15 -0.35 -0.66
C 6.96847 4.02585 1.25212 -1.21 -0.77 0.28
C 5.72464 3.23708 1.71056 0.24 -0.49 -0.21
C 4.65056 2.97492 0.66585 -0.33 0.10 0.17
C 3.32860 2.48600 1.27118 -0.86 -0.50 0.03
C 2.42525 3.57346 1.85420 1.21 0.84 -0.39
H 7.66649 2.29263 0.20529 0.58 0.08 0.36
H 8.60077 3.81164 -0.12796 0.09 -0.28 -0.10
H 7.06403 3.38343 -0.89375 -0.20 0.69 0.13
H 7.68335 3.92723 2.07019 0.02 0.61 0.08
H 6.62273 5.05075 1.10690 0.58 0.18 -0.13
H 5.25175 3.70765 2.57566 0.25 -0.02 0.14
H 6.08355 2.23537 1.97561 -0.08 0.10 0.53
H 4.45808 3.87567 0.07146 -0.01 -0.05 -0.10
H 4.98296 2.18057 -0.00519 0.14 0.21 -0.20
H 2.79959 1.95735 0.47318 -0.13 -0.09 0.14
H 3.47927 1.76844 2.08502 0.37 -0.23 -0.25
H 2.29127 4.32653 1.07132 -0.29 0.12 0.16
H 1.45695 3.30308 2.26794 0.05 -0.44 -0.14
H 3.02028 4.04312 2.64431 -0.35 0.24 0.12
C 4.55841 -2.55555 -1.73391 0.07 0.85 1.45
C 5.14740 -3.82934 -1.14720 -0.47 -0.13 -0.20
C 4.05711 -4.83335 -0.70752 1.36 -0.32 -2.27
O 3.38047 -5.19748 -1.91784 -1.00 0.47 0.13
C 2.23441 -5.99640 -1.68947 -0.23 -0.32 0.93
N 6.12286 -4.31458 -2.10652 0.23 -1.06 -0.58
H 3.98209 -2.57741 -2.65581 0.38 -0.56 -0.21
H 5.41541 -1.88289 -1.78655 -0.25 0.29 -0.52
H 3.87676 -2.11568 -0.99435 0.01 0.04 -0.01
H 5.74365 -3.57003 -0.26572 -0.31 0.14 0.17
H 3.39731 -4.39169 0.03985 -0.05 -0.29 0.17
H 4.58545 -5.76599 -0.47589 -0.22 0.17 1.23
H 2.29266 -6.94602 -2.22072 0.07 0.10 -0.23
H 1.26947 -5.52340 -1.89720 0.29 0.36 -0.58
H 2.14559 -6.23216 -0.62148 0.21 -0.20 0.02
H 6.49325 -5.23003 -1.85530 0.09 0.21 0.35
H 5.69000 -4.51295 -3.00558 -0.24 0.33 0.08
C -9.15871 1.06937 -1.53846 -0.22 0.82 0.27
C -8.02246 0.20813 -1.01340 -0.95 -1.49 -0.50
C -6.65155 0.82070 -1.18462 -0.10 1.54 0.62
O -6.40525 1.08401 -2.54794 -0.08 -1.09 -0.54
C -5.50269 2.13938 -2.75297 0.18 -0.09 -0.38
N -8.35928 -0.26082 0.35458 0.73 0.67 0.12
H -9.26178 2.03621 -1.03238 0.35 -0.13 0.37
H -10.11091 0.57142 -1.34731 -0.01 -0.14 -0.34
H -9.06896 1.35755 -2.58492 0.09 -0.52 -0.10
H -8.04903 -0.72814 -1.58866 0.28 0.33 -0.70
H -5.85391 0.24123 -0.70461 0.00 -0.20 -0.18
H -6.64648 1.81747 -0.71517 -0.09 -0.22 0.54
H -5.13388 2.13882 -3.78192 -0.41 -0.23 -0.12
H -4.58716 2.01167 -2.16665 -0.35 0.33 0.41
H -6.04210 3.07976 -2.60014 0.48 0.20 0.36
H -9.32387 -0.56649 0.34656 -0.05 0.07 0.02
H -7.81345 -1.09505 0.54200 0.04 0.08 0.16
C 3.65167 -4.04634 3.49759 -0.07 1.12 1.25
C 2.34260 -3.31075 3.76724 -0.14 0.06 -2.94
C 2.39911 -1.96858 2.97820 -0.06 0.76 2.25
O 1.17505 -1.24463 3.09949 0.39 -0.45 -1.02
C 0.82213 -0.77541 4.36507 -2.22 -0.38 0.48
N 1.25523 -4.11200 3.17585 -0.86 0.37 0.98
H 3.72913 -4.97892 4.05061 -0.06 -0.13 -0.22
H 4.41641 -3.35754 3.87168 0.43 -0.36 -0.26
H 3.76062 -4.17347 2.42257 0.13 -0.22 0.02
H 2.11796 -3.04491 4.79840 0.13 -0.52 0.18
H 2.64040 -2.09965 1.92538 -0.18 -0.05 -0.06
H 3.11403 -1.28987 3.46669 0.61 -0.32 -0.35
H 1.53718 -0.70008 5.18846 0.71 0.40 -0.68
H 0.04208 -1.42218 4.80960 0.22 -0.29 -0.11
H 0.22803 0.12270 4.16922 0.65 0.41 0.37
H 1.37140 -4.24134 2.17555 0.44 -0.01 0.02
H 0.43030 -3.51379 3.23541 -0.15 -0.36 -0.01
C -1.10887 -4.02834 -0.54515 -0.27 -0.33 1.08
C -1.49888 -5.48802 -0.87546 -0.21 1.46 0.22
C -2.73717 -5.90696 -0.09516 -0.27 0.54 -0.16
O -2.43289 -5.85722 1.27223 0.32 -0.30 0.28
C -3.29529 -6.56641 2.11928 -0.98 0.60 0.51
N -1.73159 -5.55848 -2.32504 0.57 -0.67 0.60
H -1.97613 -3.36306 -0.52550 -0.05 0.04 -0.63
H -0.30403 -3.65051 -1.16913 -0.17 -0.01 -0.27
H -0.77098 -3.94928 0.49296 0.16 -0.26 -0.03
H -0.67465 -6.08532 -0.48261 0.11 -0.46 -0.76
H -3.11546 -6.87998 -0.43238 0.26 -0.23 0.19
H -3.53508 -5.18376 -0.32760 -0.12 -0.01 0.04
H -3.25648 -7.65102 2.01008 0.20 -0.05 -0.14
H -4.33887 -6.23684 2.01733 -0.06 -0.15 -0.52
H -3.10755 -6.27611 3.15337 0.63 -0.22 -0.06
H -1.99514 -6.50642 -2.57270 -0.18 0.08 -0.17
H -2.47639 -4.92611 -2.59157 -0.09 -0.03 0.05
C -0.68996 -4.71175 -7.07433 0.81 -0.20 -0.30
C 0.15128 -4.73365 -5.80130 -1.06 -0.57 0.19
C 0.00657 -3.43391 -4.99232 0.21 -1.26 0.50
O 0.61128 -2.33086 -5.62069 -0.45 -0.07 0.06
C 2.03287 -2.41202 -5.67257 -0.71 -0.22 0.62
N -0.21490 -5.88178 -4.95660 -0.28 -0.20 0.96
H -1.73912 -4.89613 -6.84604 -0.08 0.33 -0.01
H -0.35664 -5.50367 -7.75091 -0.10 -0.11 0.06
H -0.52237 -3.78215 -7.61998 -0.32 0.11 0.09
H 1.20157 -4.90878 -6.04160 0.04 0.46 -0.22
H 0.36877 -3.70585 -3.98611 1.05 0.55 -0.04
H -1.02283 -3.23887 -4.67897 -0.32 0.39 -1.03
H 2.32673 -2.72972 -4.66642 0.65 0.27 -0.07
H 2.37362 -1.41259 -5.93271 0.22 -0.14 0.11
H 2.40059 -3.15545 -6.38464 -0.08 0.13 -0.12
H -0.92487 -6.51401 -5.30482 0.14 0.24 -0.67
H -0.57705 -5.62752 -4.03286 0.45 0.25 -0.27
```
Positions in Å, forces in eV/Å.

HOMO-LUMO gap = 8.17 eV
Molar mass = 1209.7 g/mol
Maximum force = 2.9 eV Å⁻¹
Energy = -17677.28983 Ha
Lowest unoccupied orbital energy = -0.401 eV
Highest occupied orbital energy = -0.31497 Eh

---

# C10H20NO7P

One molecule with the formula C10H20NO7P at a distorted geometry (ωB97M-V/def2-TZVPD, OMol25).

```
39
Properties=species:S:1:pos:R:3:forces:R:3
C 4.17175 -2.02549 0.29522 -0.68 0.61 0.01
C 4.38401 -0.56943 0.06867 1.77 1.46 1.32
O 5.13514 0.13098 0.71027 -1.44 -1.15 -1.38
O 3.69693 -0.00003 -1.03842 0.27 -0.19 0.13
C 2.39114 0.22093 -0.81214 -0.53 -0.34 0.90
O 1.86475 -0.02768 0.24642 0.28 0.15 -0.42
C 1.68864 0.78371 -2.01723 0.87 0.46 -0.60
O 1.19487 2.09677 -1.79605 -0.36 -0.92 0.42
P -0.04574 2.29830 -0.79386 0.43 0.86 -0.93
O -0.91003 3.35638 -1.28522 -0.63 0.60 -0.15
O 0.63361 2.65590 0.58520 -0.29 -0.38 0.02
C 0.06818 3.79796 1.29950 0.23 0.18 0.87
N -1.26936 3.67943 1.72503 -0.09 0.30 -0.19
O -0.70554 0.86895 -0.74919 0.20 0.15 0.62
C -1.26937 0.40348 0.49104 0.07 -1.18 -0.34
C -1.29574 -1.11818 0.47183 -0.75 0.48 0.48
C -2.63784 -1.73254 0.03043 1.05 -0.80 -0.10
C -2.58890 -2.08679 -1.46017 -0.61 0.49 0.35
C -2.93087 -2.99436 0.86384 -0.13 0.06 -0.50
H 4.85889 -2.60518 -0.29340 0.36 -0.25 -0.25
H 4.30804 -2.19092 1.34846 0.25 -0.25 0.35
H 3.15401 -2.27277 0.03882 -0.26 -0.28 -0.17
H 2.42331 0.85774 -2.80280 0.22 0.23 -0.30
H 0.93548 0.10202 -2.37292 -0.53 -0.26 0.17
H 0.69654 3.90302 2.16904 0.43 -0.29 0.22
H 0.19806 4.68963 0.71810 -0.10 0.28 -0.54
H -1.92617 3.92818 1.00527 -0.16 -0.22 -0.20
H -1.47909 2.79317 2.14502 -0.14 -0.15 0.21
H -2.28140 0.76624 0.58331 -0.32 0.41 0.00
H -0.68476 0.71180 1.34219 0.40 0.44 0.03
H -1.10320 -1.43064 1.48951 0.09 -0.09 0.36
H -0.46916 -1.48358 -0.11436 0.33 -0.14 -0.27
H -3.40837 -1.00205 0.21780 -0.40 0.24 -0.03
H -2.84983 -1.22216 -2.05626 0.13 0.22 -0.33
H -3.30988 -2.86219 -1.67596 -0.22 -0.20 -0.23
H -1.60689 -2.43279 -1.74159 0.33 -0.19 -0.13
H -3.10516 -3.84028 0.21439 -0.08 -0.32 -0.18
H -2.10008 -3.26499 1.49446 0.22 -0.05 0.39
H -3.82600 -2.88254 1.45576 -0.19 0.06 0.40
```
Positions in Å, forces in eV/Å.

HOMO-LUMO gap = 10.52 eV
Molar mass = 297.2 g/mol
Maximum force = 2.6 eV Å⁻¹
Energy = -1315.93732 Ha
Lowest unoccupied orbital energy = 0.519 eV
Highest occupied orbital energy = -0.36744 Eh
SMILES = CC(=O)OC(=O)CO[P@](=O)(OCN)OCCC(C)C

---

Among the records above, which one has the highest highest occupied orbital energy? C40H99Br6N5O5

---

Number 2 is which compound? C10H20NO7P